Run i
C4H7N3OS in the gas phase, computed with wB97M-V/def2-TZVPD.

```
16
Properties=species:S:1:pos:R:3
C 1.42157 -0.42409 0.31471
C 1.09201 1.04674 0.40626
S -0.36510 1.26022 1.41367
N -1.53740 0.31692 0.69394
N -2.01121 -0.94781 1.01005
C -2.93225 -1.20404 0.15802
N -3.17107 -0.19570 -0.72742
C -2.30449 0.69454 -0.39486
O -2.18947 1.94784 -0.76594
H 2.06500 -0.72618 -0.64280
H 1.89480 -0.62880 1.16678
H 0.62701 -1.14445 0.18384
H 0.86181 1.39572 -0.67317
H 1.97664 1.50427 0.79988
H -3.46725 -2.11433 0.16673
H -2.91677 2.40730 -1.16349
```

- HOMO level (hartree) = -0.3400
- orbital gap (eV) = 9.87
- net charge = 0

Charges obtained by natural (NBO) population analysis, quoted in units of e:
1. C -0.606
2. C -0.573
3. S 0.482
4. N -0.421
5. N -0.280
6. C 0.157
7. N -0.541
8. C 0.646
9. O -0.671
10. H 0.202
11. H 0.201
12. H 0.225
13. H 0.216
14. H 0.244
15. H 0.201
16. H 0.517

Run ii
C4H7N3OS in the gas phase, computed with wB97M-V/def2-TZVPD.

```
16
Properties=species:S:1:pos:R:3
H -1.03258 2.98404 0.62892
N -1.45496 2.14623 0.27689
C -0.73068 1.16505 0.12535
C -1.30730 -0.15221 -0.44923
C -1.00385 -1.24318 0.44566
C 0.25512 -1.59352 0.68259
S 1.44592 -0.49846 -0.04425
N 1.53665 -0.67953 -1.56752
O 2.63753 -0.37380 0.76114
N 0.62516 0.99967 0.28267
H -0.78358 -0.17242 -1.47675
H -2.41953 -0.04585 -0.57034
H -1.95325 -1.67183 0.72329
H 0.66263 -2.38289 1.20400
H 2.25060 -0.09085 -1.88385
H 1.27211 1.60955 0.86144
```

- HOMO level (hartree) = -0.3500
- orbital gap (eV) = 9.88
- net charge = 0

Charges obtained by natural (NBO) population analysis, quoted in units of e:
1. H 0.344
2. N -0.682
3. C 0.474
4. C -0.553
5. C -0.095
6. C -0.471
7. S 2.107
8. N -1.125
9. O -0.933
10. N -0.894
11. H 0.286
12. H 0.248
13. H 0.238
14. H 0.248
15. H 0.376
16. H 0.433

Least stable of them? run ii.

Run i
C38H34N8O5PSSe5TeTl as an isolated structure, computed with wB97M-V/def2-TZVPD.

```
94
Properties=species:S:1:pos:R:3
Tl 0.27054 0.60555 -0.83906
O -1.04029 1.94705 1.40570
C -0.08695 1.14108 1.30804
C 0.78750 0.81166 2.37856
C 0.76680 1.73944 3.47713
C 1.55109 1.57449 4.58232
C 2.37996 0.43908 4.71872
C 2.37519 -0.50008 3.70101
C 1.63594 -0.34517 2.52813
P 1.51110 -1.75138 1.38460
C 3.21779 -2.37000 1.12269
C 4.38292 -1.66484 1.41673
C 5.62461 -2.15400 1.02775
C 5.72588 -3.36047 0.35192
C 4.57138 -4.07088 0.04662
C 3.33230 -3.57038 0.41331
C 0.82318 -3.00410 2.55164
C -0.47536 -2.74350 2.99894
C -1.12499 -3.61986 3.84942
C -0.49374 -4.78684 4.26783
C 0.79259 -5.05618 3.83053
C 1.44636 -4.17176 2.97825
H 0.11772 2.59965 3.38217
H 1.52693 2.32249 5.36848
H 2.97714 0.28450 5.60871
H 2.94537 -1.41391 3.83487
H 4.31954 -0.71251 1.92656
H 6.51466 -1.57488 1.24352
H 6.69529 -3.73428 0.04509
H 4.63334 -5.00150 -0.50479
H 2.43049 -4.09867 0.11976
H -0.97528 -1.83758 2.67215
H -2.13158 -3.39598 4.18150
H -1.00378 -5.47799 4.92830
H 1.29842 -5.95925 4.15313
H 2.45700 -4.39527 2.66013
Se -0.63148 -2.22237 -0.95536
Se -2.36596 -2.13350 -2.50470
Te -1.40503 -0.71135 -4.43687
Se 0.60106 0.48712 -3.50092
Se 4.03636 3.57605 -3.37309
N 3.45967 5.17933 -2.76178
C 2.37204 4.91807 -2.03447
C 1.59139 5.87371 -1.36674
C 0.48893 5.43918 -0.63815
C 0.17900 4.08732 -0.58107
N 0.88231 3.13316 -1.20597
C 1.96566 3.51388 -1.92803
N 2.72440 2.63176 -2.56584
H 1.86342 6.92025 -1.42853
H -0.13681 6.14283 -0.10332
H -0.65857 3.73401 0.01010
Se 3.72805 -0.50002 -1.98890
N 2.97901 0.38200 -0.65382
C 3.86818 1.25346 -0.21948
C 3.62398 2.19695 0.82804
C 4.61953 3.04372 1.17227
C 5.89906 3.01723 0.51481
C 6.16494 2.14765 -0.48581
C 5.14271 1.23194 -0.88880
N 5.27060 0.34064 -1.85717
H 2.65464 2.22139 1.30803
H 4.44388 3.76882 1.95684
H 6.66023 3.72489 0.82025
H 7.11588 2.13562 -1.00125
C -7.11975 -4.16240 -2.44264
C -6.21415 -2.98626 -2.77316
S -6.83686 -1.50344 -2.00737
O -8.13723 -1.20413 -2.56463
O -6.71841 -1.65471 -0.57496
C -5.65601 -0.29188 -2.54676
C -5.60337 0.93431 -1.63365
N -4.26315 1.49448 -1.71054
C -3.22868 1.03855 -0.96411
N -2.07617 1.50126 -1.41393
C -2.33965 2.28174 -2.48340
C -3.69054 2.29027 -2.69636
N -4.39672 2.91690 -3.74363
O -3.76750 3.62932 -4.50352
O -5.60288 2.69328 -3.85607
C -3.38760 0.12541 0.19350
H -6.73336 -5.06555 -2.91376
H -8.13271 -3.98461 -2.80262
H -7.15641 -4.32405 -1.36601
H -6.17013 -2.78508 -3.84454
H -5.19915 -3.12168 -2.39555
H -5.89799 -0.02534 -3.57507
H -4.68202 -0.79483 -2.51657
H -5.77725 0.64288 -0.60039
H -6.33023 1.68173 -1.92580
H -1.55913 2.75776 -3.05485
H -3.73292 0.68219 1.06684
H -2.41887 -0.31151 0.42577
H -4.08731 -0.68211 -0.02684
```

- HOMO level (alpha / beta) (hartree) = -0.0322 / -0.0217
- orbital gap (alpha / beta) (eV) = 4.47 / 4.18
- net charge = -2

Charges obtained by Löwdin population analysis, quoted in units of e:
1. Tl 0.403
2. O -0.121
3. C -0.479
4. C -0.277
5. C -0.057
6. C -0.119
7. C -0.123
8. C -0.140
9. C -0.346
10. P 0.998
11. C -0.384
12. C -0.107
13. C -0.093
14. C -0.109
15. C -0.100
16. C -0.132
17. C -0.342
18. C -0.093
19. C -0.092
20. C -0.117
21. C -0.107
22. C -0.091
23. H 0.102
24. H 0.086
25. H 0.076
26. H 0.099
27. H 0.096
28. H 0.100
29. H 0.091
30. H 0.096
31. H 0.107
32. H 0.105
33. H 0.097
34. H 0.088
35. H 0.091
36. H 0.090
37. Se -0.100
38. Se -0.230
39. Te 0.241
40. Se -0.103
41. Se 0.931
42. N -0.302
43. C -0.433
44. C -0.064
45. C -0.113
46. C -0.179
47. N 0.026
48. C -0.489
49. N -0.314
50. H 0.090
51. H 0.082
52. H 0.082
53. Se 1.097
54. N -0.267
55. C -0.402
56. C -0.002
57. C -0.062
58. C -0.087
59. C -0.054
60. C -0.435
61. N -0.217
62. H 0.105
63. H 0.101
64. H 0.093
65. H 0.105
66. C -0.121
67. C -0.309
68. S 0.635
69. O -0.330
70. O -0.319
71. C -0.221
72. C -0.131
73. N 0.052
74. C -0.326
75. N 0.068
76. C -0.071
77. C -0.151
78. N -0.341
79. O 0.078
80. O 0.037
81. C -0.012
82. H 0.074
83. H 0.072
84. H 0.076
85. H 0.109
86. H 0.057
87. H 0.113
88. H 0.018
89. H 0.114
90. H 0.119
91. H 0.112
92. H 0.102
93. H 0.026
94. H 0.073

Run ii
C38H34N8O5PSSe5TeTl as an isolated structure, computed with wB97M-V/def2-TZVPD.

```
94
Properties=species:S:1:pos:R:3
Tl 2.28270 -1.34540 1.71796
O 1.05082 0.71794 2.76863
C -0.12682 0.85431 3.10360
C -0.78540 2.20941 2.92641
C -0.96274 3.10810 3.97045
C -1.56427 4.33302 3.73111
C -2.00425 4.65427 2.45825
C -1.82768 3.76639 1.41016
C -1.21222 2.53732 1.62574
P -0.97611 1.28119 0.28740
C -0.25632 2.41119 -0.96978
C -0.92319 3.09769 -1.98020
C -0.21492 3.89023 -2.87484
C 1.16094 4.02138 -2.76003
C 1.83247 3.35660 -1.74171
C 1.12980 2.55095 -0.86177
C -2.72406 1.06337 -0.20510
C -3.68390 0.93037 0.80042
C -4.97762 0.54296 0.49150
C -5.33566 0.28151 -0.82355
C -4.38958 0.40327 -1.83019
C -3.08898 0.77276 -1.52074
H -0.62325 2.84709 4.96589
H -1.70287 5.03398 4.54489
H -2.50401 5.59977 2.28199
H -2.18338 4.02334 0.41929
H -2.00024 3.02055 -2.06525
H -0.74255 4.41091 -3.66621
H 1.70705 4.64779 -3.45433
H 2.90681 3.45233 -1.64681
H 1.64402 2.01358 -0.06988
H -3.41135 1.11038 1.83509
H -5.70476 0.42992 1.28590
H -6.34216 -0.03848 -1.06168
H -4.65816 0.17904 -2.85615
H -2.34031 0.82127 -2.30397
Se 4.75773 -3.50744 3.71030
Se 3.17580 -4.24496 2.27829
Te 4.64939 -3.91305 0.21679
Se 3.39193 -4.22740 -1.88430
Se -2.49584 0.32363 4.62776
N -3.05717 -1.38936 4.54107
C -2.12214 -2.12774 3.94002
C -2.26036 -3.51473 3.72457
C -1.35497 -4.15754 2.90475
C -0.29890 -3.45462 2.35027
N -0.08059 -2.15093 2.58858
C -0.94470 -1.52041 3.37597
N -0.93714 -0.11231 3.58639
H -3.09580 -4.02867 4.18104
H -1.45539 -5.21158 2.68041
H 0.38609 -3.93561 1.66820
Se 1.31155 -2.08210 5.75701
N 2.31597 -1.27554 4.56461
C 2.88678 -0.23891 5.16641
C 3.77053 0.66826 4.53471
C 4.27628 1.70287 5.26406
C 3.94332 1.87650 6.63412
C 3.10849 1.01545 7.28374
C 2.54988 -0.06952 6.56207
N 1.71655 -0.97223 7.06908
H 4.02360 0.51661 3.49466
H 4.95163 2.40841 4.79625
H 4.37328 2.71297 7.17275
H 2.87424 1.12759 8.33444
C 0.30470 0.43588 -8.64569
C -0.17892 0.14086 -7.23521
S 0.92352 -1.10442 -6.51589
O 0.87435 -2.27329 -7.35522
O 2.20408 -0.47680 -6.30205
C 0.16570 -1.42777 -4.92387
C 0.95602 -2.47623 -4.13648
N 0.57069 -2.43770 -2.73992
C 1.25466 -1.80040 -1.76637
N 0.66864 -1.94297 -0.58364
C -0.42342 -2.70711 -0.77955
C -0.51978 -3.03177 -2.11402
N -1.57489 -3.69659 -2.74028
O -2.40282 -4.23982 -2.03017
O -1.65341 -3.68892 -3.97086
C 2.51588 -1.06624 -2.01109
H -0.30951 1.20011 -9.12009
H 0.26308 -0.47267 -9.24551
H 1.34043 0.77388 -8.61430
H -1.18463 -0.27886 -7.22209
H -0.12092 1.01481 -6.58688
H -0.84665 -1.78112 -5.10647
H 0.16086 -0.46591 -4.40558
H 2.02551 -2.28141 -4.20072
H 0.76394 -3.46753 -4.53576
H -1.10186 -2.96942 0.01471
H 3.31523 -1.79963 -2.17937
H 2.76306 -0.48400 -1.12809
H 2.43860 -0.40289 -2.87603
```

- HOMO level (hartree) = -0.0300
- orbital gap (eV) = 4.01
- net charge = -2

Charges obtained by Löwdin population analysis, quoted in units of e:
1. Tl 0.571
2. O -0.127
3. C -0.532
4. C -0.199
5. C -0.074
6. C -0.084
7. C -0.089
8. C -0.075
9. C -0.294
10. P 1.165
11. C -0.361
12. C -0.110
13. C -0.099
14. C -0.103
15. C -0.081
16. C -0.094
17. C -0.364
18. C -0.086
19. C -0.079
20. C -0.102
21. C -0.096
22. C -0.118
23. H 0.113
24. H 0.099
25. H 0.096
26. H 0.105
27. H 0.090
28. H 0.095
29. H 0.094
30. H 0.103
31. H 0.103
32. H 0.067
33. H 0.103
34. H 0.094
35. H 0.097
36. H 0.093
37. Se -0.318
38. Se -0.429
39. Te 0.099
40. Se -0.331
41. Se 0.990
42. N -0.357
43. C -0.447
44. C -0.045
45. C -0.085
46. C -0.244
47. N 0.035
48. C -0.337
49. N -0.164
50. H 0.098
51. H 0.101
52. H 0.051
53. Se 1.157
54. N -0.284
55. C -0.394
56. C -0.021
57. C -0.086
58. C -0.103
59. C -0.044
60. C -0.399
61. N -0.241
62. H 0.092
63. H 0.096
64. H 0.091
65. H 0.102
66. C -0.132
67. C -0.300
68. S 0.636
69. O -0.311
70. O -0.317
71. C -0.210
72. C -0.150
73. N 0.031
74. C -0.411
75. N 0.081
76. C -0.024
77. C -0.146
78. N -0.343
79. O 0.070
80. O 0.032
81. C -0.078
82. H 0.071
83. H 0.073
84. H 0.076
85. H 0.099
86. H 0.098
87. H 0.092
88. H 0.112
89. H 0.115
90. H 0.133
91. H 0.112
92. H -0.033
93. H 0.037
94. H 0.082

Least stable of them? run i.

Run i
A 3-piece molecular cluster, C3H11NO3 overall, computed with wB97M-V/def2-TZVPD.

```
18
Properties=species:S:1:pos:R:3
C -0.64795 -2.09780 0.94724
C -0.31301 -0.70256 0.44707
C 1.15368 -0.24201 0.34778
N 2.05209 -1.26511 0.28345
O 1.54229 0.91124 0.32912
H 0.07890 -2.82992 0.59502
H -1.62940 -2.43501 0.62715
H -0.60513 -2.15007 2.03677
H -0.59600 -0.63762 -0.61059
H -0.86673 0.04811 1.00377
H 1.80577 -2.14315 0.69805
H 3.01130 -0.99820 0.46797
O -2.31988 1.58870 -1.17877
H -2.90490 2.02448 -1.80270
H -1.49060 2.08648 -1.21652
O 0.25026 2.83701 -1.18830
H 0.55889 3.72889 -1.03331
H 0.92042 2.27654 -0.75320
```

- HOMO level (hartree) = -0.3726
- orbital gap (eV) = 10.97
- net charge = 0

Charges obtained by natural (NBO) population analysis, quoted in units of e:
1. C -0.605
2. C -0.514
3. C 0.710
4. N -0.818
5. O -0.660
6. H 0.189
7. H 0.230
8. H 0.208
9. H 0.249
10. H 0.245
11. H 0.385
12. H 0.396
13. O -0.975
14. H 0.462
15. H 0.500
16. O -0.983
17. H 0.472
18. H 0.508

Run ii
A 3-piece molecular cluster, C3H11NO3 overall, computed with wB97M-V/def2-TZVPD.

```
18
Properties=species:S:1:pos:R:3
O 0.56436 -1.86484 -2.48278
C 0.33741 -2.05280 -1.28080
C 0.75258 -0.58019 -0.45262
C 0.04189 0.60498 -1.06416
N 0.53070 -0.66834 0.86768
H 0.94525 -2.84268 -0.80572
H 1.82698 -0.49947 -0.64200
H 0.49138 1.54620 -0.74146
H -0.99395 0.63154 -0.70420
H 0.05924 0.47821 -2.13941
H -0.39780 -0.23981 1.19964
H 0.66621 -1.59727 1.26982
H -0.53452 1.94197 1.43747
H 0.18638 3.25894 1.97618
O 0.17418 2.63498 1.24822
H -2.34923 0.72918 1.94798
H -0.72033 -2.18605 -1.00170
O -1.58071 0.70543 1.36786
```

- HOMO level (hartree) = -0.3282
- orbital gap (eV) = 5.11
- net charge = 0

Charges obtained by natural (NBO) population analysis, quoted in units of e:
1. O -0.384
2. C 0.049
3. C 0.069
4. C -0.695
5. N -0.532
6. H 0.163
7. H 0.272
8. H 0.297
9. H 0.289
10. H 0.229
11. H 0.467
12. H 0.382
13. H 0.511
14. H 0.462
15. O -1.028
16. H 0.460
17. H 0.194
18. O -1.205

Least stable of them? run ii.

Run i
A 4-piece molecular cluster, C3H11NO3 overall, computed with wB97M-V/def2-TZVPD.

```
18
Properties=species:S:1:pos:R:3
C -0.37007 0.80608 3.06685
C 0.15890 0.31589 1.92267
N 0.81514 -0.85197 1.96959
C 1.28178 -1.92704 1.53782
H -0.79785 0.18093 3.83708
H -0.32016 1.85223 3.31448
H 0.20183 0.94973 1.03583
H 0.86386 -2.91685 1.75121
H 2.24050 -1.93549 0.99797
O -0.79639 -1.84840 -0.61212
H -0.26358 -1.69875 0.18141
H -1.14647 -2.74052 -0.63372
O -0.77058 2.89460 -3.49980
H -0.24058 2.82823 -4.30054
H -0.75594 1.97212 -3.15963
O -0.00177 0.49455 -2.45930
H 0.06832 -0.38107 -2.05656
H 0.79233 0.96062 -2.16514
```

- HOMO level (hartree) = -0.3047
- orbital gap (eV) = 8.16
- net charge = 0

Charges obtained by natural (NBO) population analysis, quoted in units of e:
1. C -0.431
2. C -0.026
3. N -0.407
4. C -0.024
5. H 0.200
6. H 0.200
7. H 0.189
8. H 0.156
9. H 0.151
10. O -0.965
11. H 0.479
12. H 0.483
13. O -0.964
14. H 0.458
15. H 0.492
16. O -0.966
17. H 0.504
18. H 0.474

Run ii
A 3-piece molecular cluster, C3H11NO3 overall, computed with wB97M-V/def2-TZVPD.

```
18
Properties=species:S:1:pos:R:3
C -0.79405 0.17348 -1.88965
N -0.06710 0.17886 -0.60260
C -1.00469 -0.05704 0.50868
C -0.15767 -0.58106 1.68836
O 0.02711 -0.10642 2.77152
H -0.11627 0.01971 -2.73165
H -1.49572 1.00516 -1.99520
H -1.37692 -0.74861 -1.93292
H 0.45085 1.04635 -0.59766
H -1.53409 0.86009 0.76901
H -1.54459 -0.95808 0.23295
H 0.00570 -1.66598 1.50095
O 1.16226 2.40032 1.41679
H 1.79058 2.91908 1.93300
H 0.85213 1.69026 2.03211
O 1.06723 -2.37663 -0.91863
H 1.97785 -2.35893 -1.27368
H 0.75739 -1.44057 -0.91139
```

- HOMO level (hartree) = -0.3544
- orbital gap (eV) = 10.44
- net charge = 0

Charges obtained by natural (NBO) population analysis, quoted in units of e:
1. C -0.429
2. N -0.651
3. C -0.333
4. C 0.461
5. O -0.535
6. H 0.211
7. H 0.184
8. H 0.196
9. H 0.397
10. H 0.204
11. H 0.221
12. H 0.120
13. O -0.971
14. H 0.476
15. H 0.488
16. O -0.989
17. H 0.466
18. H 0.486

Run iii
A 3-piece molecular cluster, C3H11NO3 overall, computed with wB97M-V/def2-TZVPD.

```
18
Properties=species:S:1:pos:R:3
C -1.13824 -0.75679 2.14423
C 0.21357 -0.56535 1.42707
C 0.49569 0.86895 0.95521
N 0.09988 1.86816 1.82720
O 1.24815 1.08335 0.03223
H -1.87845 -1.19848 1.47282
H -1.04429 -1.57057 2.87010
H -1.53939 0.15335 2.55085
H 0.22480 -1.05720 0.45043
H 1.09760 -0.94938 1.94275
H 0.01801 1.58866 2.78619
H 0.09436 2.85013 1.62610
O -0.58134 -2.27965 -2.23967
H 0.25851 -2.73198 -2.15462
H -0.37927 -1.35378 -2.34948
O 0.01488 0.31360 -3.06426
H 0.58878 1.06894 -2.92908
H -0.83133 0.75002 -3.21024
```

- HOMO level (hartree) = -0.3586
- orbital gap (eV) = 10.47
- net charge = 0

Charges obtained by natural (NBO) population analysis, quoted in units of e:
1. C -0.629
2. C -0.523
3. C 0.689
4. N -0.854
5. O -0.608
6. H 0.225
7. H 0.215
8. H 0.210
9. H 0.250
10. H 0.233
11. H 0.387
12. H 0.403
13. O -0.967
14. H 0.463
15. H 0.491
16. O -0.946
17. H 0.487
18. H 0.473

Least stable of them? run i.